140
Properties=species:S:1:pos:R:3:forces:R:3:lowdin_charge:R:1 method="wB97M-V/def2-TZVPD" homo_ev=-2.8837 molar_mass_g_mol=900.06 lumo_ev=1.6 gap_ev=4.44 total_charge=-1 fmax_ev_per_a=4.4
C 9.82963 -11.95387 24.78864 0.3 -0.3 0.3 -0.119
C 10.10843 -13.24249 23.94362 -2.0 -1.5 2.1 -0.695
C 11.47019 -13.11168 23.31175 0.4 -0.2 0.1 -0.127
O 9.71898 -14.44383 24.58762 1.2 1.5 -0.7 -0.428
H 10.04221 -11.10146 24.14343 -0.4 0.4 0.1 0.042
H 10.41276 -11.82297 25.70019 1.0 -0.4 -0.1 0.048
H 8.85636 -11.91237 25.27765 -0.6 -0.1 -0.9 0.044
H 9.46231 -13.13469 23.07241 -0.7 0.4 -0.6 0.079
H 11.50211 -13.78790 22.45746 0.3 0.0 -0.1 0.056
H 12.30989 -13.32641 23.97273 0.0 -0.1 0.2 0.060
H 11.53399 -12.06972 22.99814 0.4 0.0 -0.4 0.049
C 11.53628 -5.10983 19.72185 -0.5 0.1 -1.0 -0.034
O 12.88525 -5.60177 19.71174 0.6 0.7 0.3 -0.006
C 13.16842 -6.90113 19.79109 -0.1 -1.7 0.1 -0.513
O 12.38471 -7.79726 20.08502 1.8 1.6 -0.7 0.119
O 14.52815 -7.05098 19.46258 -3.0 3.2 0.1 -0.035
C 15.08677 -8.28901 19.53144 0.2 -2.2 0.8 -0.108
H 11.00690 -5.00710 20.66911 0.4 -1.1 0.3 0.097
H 11.00967 -5.64798 18.93370 -0.5 -0.3 0.6 0.098
H 11.49216 -4.07459 19.38356 1.0 0.0 -0.2 0.085
H 14.94360 -8.66426 20.54474 0.1 -0.5 0.0 0.100
H 16.15897 -8.21063 19.35157 -0.2 0.2 -0.2 0.096
H 14.61539 -8.97468 18.82735 0.1 -0.2 0.0 0.099
C 5.55766 -7.97633 18.11634 1.3 -0.6 -0.2 -0.056
O 4.23451 -7.55300 17.96638 -1.1 -0.2 0.2 -0.001
C 3.89294 -6.28601 17.77179 3.4 1.9 -0.5 -0.563
O 4.71536 -5.33092 17.73565 -3.1 -2.6 0.2 0.070
O 2.58772 -6.29680 17.54191 -0.9 0.9 0.6 0.009
C 1.93457 -5.01156 17.44668 0.5 0.4 -1.6 -0.030
H 5.53583 -9.01337 18.45123 -0.4 0.2 0.4 0.096
H 6.16529 -7.37824 18.79542 -0.3 0.2 0.0 0.101
H 6.07151 -8.07591 17.16023 -0.1 0.6 -0.2 0.096
H 1.83431 -4.43443 18.36591 0.3 -0.5 0.1 0.099
H 0.96804 -5.10227 16.95102 -0.1 -0.8 0.5 0.089
H 2.48049 -4.45362 16.68590 0.3 0.4 0.4 0.091
C 17.28210 -16.56708 26.22467 -0.9 -0.4 -0.9 -0.013
C 18.58431 -17.20380 26.57542 1.2 0.7 0.3 -0.552
O 19.48422 -16.59445 27.16045 -0.7 -1.0 -0.3 0.023
N 18.72193 -18.46640 26.08234 0.6 -1.6 -0.3 -0.004
C 19.88579 -19.36144 26.27928 -0.3 1.4 1.7 -0.065
H 17.23028 -15.48984 26.38264 0.2 -0.3 0.2 0.090
H 16.41186 -17.08968 26.62174 0.1 0.2 0.8 0.085
H 17.11501 -16.80528 25.17422 0.2 0.5 -0.4 0.079
H 17.98110 -18.91477 25.56250 -0.2 0.5 0.3 0.129
H 20.67759 -18.72618 26.67628 0.5 0.2 -1.0 0.073
H 20.12461 -19.99078 25.42196 0.0 0.4 0.1 0.081
H 19.78328 -19.94549 27.19388 -0.7 -0.7 -0.2 0.073
C 11.78243 -16.86769 32.28785 0.5 -0.2 -1.3 -0.011
C 10.78293 -15.70023 32.34108 1.5 -1.2 3.1 -0.545
O 10.62082 -15.17853 33.45169 -0.7 0.3 -1.4 0.012
N 10.23124 -15.35923 31.19117 -0.2 -0.9 -2.1 -0.001
C 9.22918 -14.38824 30.96959 -1.3 1.4 0.9 -0.083
H 12.13439 -17.00310 31.26517 0.2 0.1 -0.2 0.063
H 11.44506 -17.87545 32.53018 -0.7 0.3 0.4 0.077
H 12.67804 -16.68606 32.88197 -0.3 0.3 0.2 0.077
H 10.44247 -15.89892 30.36400 0.3 -0.1 0.4 0.143
H 8.40695 -14.49441 31.67724 0.1 0.0 0.4 0.086
H 8.71167 -14.44660 30.01206 0.7 -0.2 -0.2 0.093
H 9.64708 -13.39187 31.11348 -0.2 0.2 -0.2 0.088
C 12.51136 -9.24487 31.64949 0.4 0.6 0.6 -0.001
C 12.41634 -7.73542 31.38327 1.9 -0.5 -0.7 -0.529
O 13.39086 -7.12137 30.93247 -1.3 -0.5 0.5 0.026
N 11.22935 -7.13988 31.61310 -0.3 -2.0 0.2 -0.018
C 11.06826 -5.77039 31.42630 -0.6 2.4 0.6 -0.116
H 13.47063 -9.45976 32.12036 0.2 0.3 -0.1 0.077
H 12.53745 -9.79361 30.70805 -0.5 0.0 0.1 0.087
H 11.78519 -9.59167 32.38468 -0.4 -0.2 -0.5 0.068
H 10.57061 -7.62075 32.20885 0.1 0.0 -0.3 0.137
H 11.76696 -5.23384 32.06820 0.3 0.3 -0.3 0.089
H 10.08234 -5.46266 31.77465 -0.1 -0.2 0.0 0.084
H 11.13293 -5.39132 30.40638 0.4 -0.4 -0.1 0.095
C 5.28520 -5.25177 25.18109 0.6 -0.4 0.3 -0.010
C 5.95213 -4.24118 26.10704 0.3 1.5 -0.1 -0.528
O 7.09946 -3.84066 25.95000 -0.6 -0.6 0.2 0.035
N 5.13663 -3.71346 27.08493 0.3 -1.6 -1.3 -0.027
C 5.51198 -2.81325 28.13522 0.2 -0.1 0.2 -0.086
H 6.09389 -5.83147 24.73604 -0.1 0.0 0.0 0.084
H 4.71034 -4.81723 24.36329 0.0 0.3 0.2 0.081
H 4.66200 -5.94374 25.74756 -0.2 0.1 -0.1 0.073
H 4.17999 -4.03114 27.02151 0.1 0.2 0.4 0.126
H 6.58193 -2.70104 28.31043 0.1 -0.2 -0.9 0.085
H 5.19660 -3.28409 29.06632 -0.6 0.7 0.2 0.081
H 5.10584 -1.84001 27.85965 -0.1 0.2 0.9 0.085
C 12.24864 -12.85849 15.39700 -1.5 0.7 1.0 -0.020
C 13.34365 -12.92832 14.41875 0.8 1.5 0.2 -0.584
O 14.04701 -11.94019 14.15557 -0.7 -1.3 0.1 0.017
N 13.52557 -14.14734 13.90509 0.9 1.0 -0.7 0.002
C 14.60409 -14.32400 12.92838 -0.9 -2.0 0.2 -0.057
H 12.42916 -13.40184 16.32451 0.4 0.1 0.0 0.091
H 11.30365 -13.26460 15.03620 0.0 -0.1 -0.3 0.081
H 12.06383 -11.80957 15.62875 0.1 -0.1 0.1 0.088
H 12.82090 -14.84919 14.08104 0.4 0.0 -0.2 0.141
H 15.25432 -13.47384 12.72218 -0.6 0.1 0.5 0.086
H 14.10528 -14.67643 12.02557 0.4 0.1 -0.4 0.077
H 15.15530 -15.17022 13.33851 0.6 0.1 -0.4 0.076
O 3.85489 -16.21606 19.00083 0.1 -0.1 -0.9 0.005
C 5.00144 -16.17893 19.43041 -1.9 0.3 -1.7 -0.634
N 5.16112 -16.20899 20.73213 1.7 0.0 2.5 0.159
C 6.23326 -16.10274 18.56615 0.4 0.5 0.2 -0.007
H 4.37184 -16.25536 21.36062 0.1 0.0 -0.4 0.121
H 6.08239 -16.11024 21.13413 -0.2 0.0 0.1 0.113
H 6.51641 -17.11703 18.28482 0.2 0.1 0.0 0.086
H 7.02295 -15.58985 19.11517 0.3 -0.5 0.2 0.075
H 6.13952 -15.48086 17.67588 -0.7 -0.3 0.0 0.081
O 16.58679 -18.88416 17.23801 1.3 1.2 -0.4 0.002
C 17.42738 -17.98761 17.02054 -3.0 -2.3 0.7 -0.637
N 18.41629 -18.14614 16.15422 0.8 0.3 -0.6 0.158
C 17.41145 -16.74815 17.79268 0.1 1.1 1.1 -0.020
H 18.39956 -19.00286 15.61956 0.3 0.4 -0.2 0.120
H 18.91723 -17.29848 15.92920 0.3 -0.7 -0.5 0.105
H 16.41555 -16.41680 18.08678 0.0 -0.3 -0.3 0.094
H 17.94297 -15.90474 17.35196 0.1 -0.1 0.0 0.079
H 17.90418 -17.05185 18.71630 0.2 0.4 0.2 0.099
O 13.74136 -21.05043 24.43275 1.5 -1.3 0.2 0.012
C 12.90927 -20.29080 24.00582 1.3 -1.1 -2.5 -0.631
N 12.06768 -19.75099 24.84827 -2.3 1.8 1.0 0.162
C 12.79226 -20.03418 22.46234 -0.5 0.9 1.8 0.007
H 12.12533 -20.03841 25.81479 0.1 0.2 -0.2 0.120
H 11.45564 -18.98233 24.61446 0.0 -0.2 0.0 0.115
H 13.66262 -19.48618 22.10140 0.0 -0.1 0.1 0.074
H 11.92465 -19.37871 22.38669 -0.1 -0.1 -0.8 0.062
H 12.68964 -20.96407 21.90298 -0.1 0.1 0.3 0.076
O 8.62338 -20.67220 29.69606 1.5 0.2 0.2 0.054
C 7.50308 -20.24756 29.66087 -1.6 -1.7 0.5 -0.647
N 7.02165 -19.31683 28.85827 -0.5 2.1 -1.3 0.159
C 6.36013 -20.89213 30.42476 0.2 -1.4 0.5 -0.024
H 7.60792 -18.69818 28.31637 0.1 -0.2 0.0 0.120
H 6.03887 -19.09033 28.91259 0.4 0.1 0.0 0.106
H 6.19340 -20.41890 31.39241 -0.3 0.2 -0.2 0.082
H 6.62473 -21.92903 30.63196 0.4 0.1 0.2 0.076
H 5.46020 -21.03451 29.82646 -0.2 0.7 0.1 0.074
O 2.94664 -15.25617 28.61218 0.5 -0.9 -0.3 0.018
C 2.59734 -14.32619 27.90993 -1.1 -0.9 3.4 -0.625
N 3.36513 -13.83627 26.94821 0.4 1.1 -1.5 0.160
C 1.27108 -13.64849 28.28579 0.8 0.9 -1.8 -0.011
H 4.25237 -14.27727 26.75217 -0.1 0.1 0.2 0.122
H 3.21222 -12.90633 26.58499 0.0 -0.3 -0.1 0.110
H 0.59354 -14.12028 28.99745 0.6 -0.5 -0.3 0.081
H 0.82909 -13.52321 27.29734 -0.8 0.3 0.2 0.069
H 1.52499 -12.65602 28.65814 -0.1 0.2 0.0 0.074